(1)
{"formula": "C20H18N2O2", "method": "ωB97M-V with the def2-TZVPD basis set", "smiles": "COc1ccc(-c2cc(C(=O)NC3CC3)c3ccccc3n2)cc1", "e_above_lowest_ev": 2.123, "charge": 0, "lumo_ev": -0.04, "e_homo_ev": -8.1, "energy_ev": -28107.082, "molar_mass_g_mol": 318.376, "symbols": ["C", "H", "O", "C", "C", "C", "C", "C", "C", "H", "H", "C", "N", "C", "C", "C", "C", "C", "C", "C", "C", "H", "C", "O", "N", "C", "C", "C", "H", "H", "H", "H", "H", "H", "H", "H", "H", "H", "H", "H", "H", "H"], "coordinates": [[-3.843, -4.613, 4.083], [-4.630, -5.303, 4.383], [-4.145, -4.245, 2.759], [-3.311, -3.387, 2.114], [-2.169, -2.816, 2.664], [-1.388, -1.959, 1.910], [-1.722, -1.647, 0.596], [-2.881, -2.215, 0.057], [-3.660, -3.071, 0.797], [-4.551, -3.517, 0.384], [-3.147, -1.967, -0.958], [-0.919, -0.746, -0.235], [-1.520, -0.206, -1.271], [-0.838, 0.607, -2.093], [-1.514, 1.138, -3.213], [-0.859, 1.949, -4.096], [0.498, 2.255, -3.908], [1.179, 1.766, -2.827], [0.528, 0.948, -1.882], [1.151, 0.387, -0.736], [0.440, -0.473, 0.059], [0.930, -0.938, 0.899], [2.570, 0.692, -0.364], [3.403, -0.167, -0.161], [2.816, 2.019, -0.231], [4.092, 2.535, 0.144], [4.175, 3.746, 1.020], [4.558, 3.837, -0.430], [5.600, 3.943, -0.686], [3.891, 4.367, -1.095], [4.954, 3.788, 1.765], [3.252, 4.213, 1.329], [4.799, 1.727, 0.280], [2.071, 2.682, -0.378], [2.231, 1.983, -2.704], [1.006, 2.878, -4.629], [-1.377, 2.351, -4.954], [-2.551, 0.872, -3.347], [-0.518, -1.518, 2.373], [-1.877, -3.028, 3.681], [-3.848, -3.747, 4.753], [-2.875, -5.119, 4.149]], "mulliken_charge": [-0.83, 0.24, -0.46, 0.94, -0.43, -1.07, 0.35, -0.47, -0.57, 0.42, 0.43, 0.72, -0.59, -0.16, -0.51, -0.51, -0.74, -0.48, 0.68, 0.51, -0.63, 0.47, 0.06, -0.65, -0.22, -0.23, -0.58, -0.60, 0.25, 0.23, 0.24, 0.25, 0.49, 0.33, 0.52, 0.40, 0.39, 0.47, 0.27, 0.39, 0.34, 0.34]}


(2)
{"formula": "C20H18N2O3", "method": "ωB97M-V with the def2-TZVPD basis set", "smiles": "CC(=O)Nc1ccccc1NC(=O)COc1cccc2ccccc12", "e_above_lowest_ev": 0.766, "charge": 0, "lumo_ev": 0.50, "e_homo_ev": -8.1, "energy_ev": -30156.045, "molar_mass_g_mol": 334.375, "symbols": ["C", "C", "O", "N", "C", "C", "C", "C", "C", "C", "N", "C", "O", "C", "O", "C", "C", "C", "C", "C", "C", "C", "C", "C", "C", "H", "H", "H", "H", "H", "H", "H", "H", "H", "H", "H", "H", "H", "H", "H", "H", "H", "H"], "coordinates": [[2.996, -1.135, 1.039], [1.909, -0.097, 0.887], [1.257, 0.295, 1.840], [1.782, 0.338, -0.388], [1.084, 1.386, -1.037], [1.602, 1.722, -2.287], [1.048, 2.716, -3.067], [-0.056, 3.405, -2.597], [-0.590, 3.086, -1.366], [-0.049, 2.075, -0.570], [-0.644, 1.723, 0.637], [-1.870, 2.068, 1.106], [-2.610, 2.907, 0.640], [-2.294, 1.178, 2.284], [-2.666, -0.092, 1.767], [-1.662, -1.024, 1.627], [-1.110, -1.635, 2.725], [-0.143, -2.635, 2.571], [0.286, -3.000, 1.326], [-0.231, -2.370, 0.176], [0.236, -2.676, -1.121], [-0.257, -2.024, -2.216], [-1.261, -1.054, -2.072], [-1.751, -0.749, -0.833], [-1.235, -1.378, 0.318], [-2.534, -0.016, -0.713], [-1.645, -0.552, -2.947], [0.116, -2.257, -3.203], [0.994, -3.439, -1.231], [1.033, -3.772, 1.207], [0.261, -3.113, 3.451], [-1.434, -1.347, 3.714], [-1.494, 1.091, 3.028], [-3.194, 1.598, 2.740], [-0.078, 1.099, 1.224], [-1.459, 3.607, -1.001], [-0.504, 4.188, -3.187], [1.477, 2.947, -4.030], [2.466, 1.183, -2.653], [2.428, -0.101, -1.032], [2.933, -1.571, 2.031], [3.969, -0.659, 0.926], [2.896, -1.916, 0.290]], "mulliken_charge": [-1.64, 0.95, -0.69, 0.16, 0.44, -0.71, -0.73, -0.68, -0.79, 0.56, 0.12, 0.53, -0.67, -0.62, -0.52, 0.41, -0.49, -0.75, -0.70, 0.54, -0.79, -0.66, -0.71, -0.63, 0.83, 0.56, 0.45, 0.43, 0.43, 0.48, 0.42, 0.51, 0.33, 0.36, 0.07, 0.54, 0.42, 0.40, 0.35, 0.25, 0.36, 0.50, 0.35]}


(3)
{"formula": "C20H18N2O4", "method": "ωB97M-V with the def2-TZVPD basis set", "smiles": "COc1ccc(/C=C(/C#N)C(=O)Nc2ccc(C)cc2C)cc1C(=O)O", "e_above_lowest_ev": 1.581, "charge": 0, "lumo_ev": -0.41, "e_homo_ev": -8.6, "energy_ev": -32202.261, "molar_mass_g_mol": 350.374, "symbols": ["C", "H", "O", "C", "C", "C", "C", "C", "C", "C", "O", "O", "H", "H", "C", "C", "C", "N", "C", "O", "N", "C", "C", "C", "C", "C", "C", "C", "H", "H", "H", "H", "C", "H", "H", "H", "H", "H", "H", "H", "H", "H", "H", "H"], "coordinates": [[5.975, -0.806, -1.036], [6.683, -1.562, -1.374], [5.245, -1.417, 0.003], [4.100, -0.896, 0.475], [3.408, -1.753, 1.346], [2.179, -1.424, 1.854], [1.547, -0.222, 1.493], [2.246, 0.645, 0.660], [3.513, 0.343, 0.166], [4.174, 1.454, -0.566], [5.286, 1.872, -0.360], [3.354, 2.018, -1.463], [3.765, 2.812, -1.840], [1.833, 1.611, 0.422], [0.223, 0.028, 2.014], [-0.716, 0.923, 1.636], [-1.966, 0.881, 2.289], [-2.978, 0.853, 2.831], [-0.619, 2.037, 0.633], [0.219, 2.915, 0.687], [-1.595, 2.035, -0.302], [-2.608, 1.059, -0.465], [-3.935, 1.451, -0.319], [-4.954, 0.534, -0.449], [-4.670, -0.799, -0.732], [-3.347, -1.168, -0.909], [-2.299, -0.261, -0.792], [-0.897, -0.725, -1.055], [-0.210, 0.109, -1.170], [-0.874, -1.322, -1.966], [-0.540, -1.353, -0.239], [-3.112, -2.194, -1.153], [-5.776, -1.802, -0.836], [-6.598, -1.409, -1.431], [-5.425, -2.727, -1.287], [-6.163, -2.029, 0.157], [-5.979, 0.848, -0.321], [-4.154, 2.482, -0.084], [-1.653, 2.868, -0.874], [-0.079, -0.666, 2.793], [1.679, -2.110, 2.522], [3.882, -2.688, 1.597], [6.516, 0.077, -0.687], [5.321, -0.521, -1.866]], "mulliken_charge": [-0.85, 0.25, -0.49, 0.74, -0.77, -1.02, 0.83, -0.47, 0.78, -0.03, -0.57, -0.42, 0.34, 0.89, -0.56, 0.72, -0.18, -0.61, -0.19, -0.69, -0.02, -0.02, -0.34, -0.73, 0.81, -0.76, 1.12, -1.91, 0.35, 0.57, 0.35, 0.37, -1.49, 0.39, 0.35, 0.30, 0.40, 0.39, 0.27, 0.37, 0.39, 0.45, 0.33, 0.35]}


(4)
{"formula": "C20H18N3PRuS2Se2", "method": "ωB97M-V with the def2-TZVPD basis set", "e_above_lowest_ev": 0.736, "multiplicity": 6, "s2": 8.798, "charge": 1, "lumo_ev": [-3.49, -6.40], "e_homo_ev": [-9.3, -11.1], "energy_ev": -189728.857, "molar_mass_g_mol": 654.483, "symbols": ["Ru", "C", "S", "C", "S", "N", "N", "C", "C", "C", "C", "C", "C", "N", "H", "H", "H", "H", "H", "H", "H", "H", "Se", "P", "Se", "C", "C", "C", "C", "C", "C", "C", "C", "C", "C", "C", "C", "H", "H", "H", "H", "H", "H", "H", "H", "H", "H"], "coordinates": [[1.362, 0.257, 0.190], [4.416, 1.597, 4.480], [4.536, -0.080, 3.800], [3.553, 0.097, 2.367], [1.814, 0.442, 2.493], [4.098, -0.122, 1.223], [3.357, -0.120, 0.158], [3.918, -0.220, -1.055], [3.058, -0.125, -2.151], [3.489, -0.121, -3.499], [2.564, -0.054, -4.504], [1.203, 0.013, -4.172], [0.841, 0.062, -2.845], [1.723, -0.007, -1.854], [5.001, 1.597, 5.393], [3.374, 1.818, 4.690], [4.824, 2.305, 3.765], [4.985, -0.353, -1.139], [4.549, -0.156, -3.694], [2.870, -0.044, -5.537], [0.441, 0.038, -4.930], [-0.201, 0.157, -2.565], [0.300, -2.199, 0.366], [-0.910, -0.364, 0.391], [1.240, 2.574, -0.089], [-2.037, -0.386, -1.044], [-2.793, 0.753, -1.319], [-3.670, 0.755, -2.388], [-3.766, -0.358, -3.209], [-2.976, -1.472, -2.966], [-2.119, -1.493, -1.882], [-1.990, -0.317, 1.861], [-2.039, -1.384, 2.752], [-2.923, -1.346, 3.815], [-3.761, -0.256, 3.990], [-3.697, 0.817, 3.114], [-2.802, 0.798, 2.060], [-2.683, 1.640, -0.714], [-4.272, 1.631, -2.581], [-4.446, -0.351, -4.048], [-3.032, -2.327, -3.623], [-1.505, -2.366, -1.692], [-1.394, -2.243, 2.614], [-2.965, -2.174, 4.507], [-4.458, -0.236, 4.814], [-4.342, 1.672, 3.250], [-2.733, 1.653, 1.406]], "lowdin_spin": [1.01, 0.01, 0.01, 0.12, 0.50, 0.10, 0.22, 0.32, 0.07, 0.09, 0.03, 0.13, 0.02, 0.17, 0.00, 0.00, 0.00, 0.01, 0.00, 0.00, 0.01, 0.00, 0.68, 0.04, 1.38, 0.01, 0.00, 0.00, 0.00, 0.00, 0.02, 0.00, 0.01, 0.00, 0.00, 0.00, 0.00, 0.00, 0.00, 0.00, 0.00, 0.02, 0.01, 0.00, 0.00, 0.00, 0.00]}